[1]
Here is C18H30N4O3PtS as an isolated structure in a non-equilibrium geometry from the OMol25 dataset. Energies are from wB97M-V/def2-TZVPD.

Cartesian coordinates (Å):
Pt: -0.4104 -0.0156 0.9842
C: -1.2862 -3.4500 1.3273
O: -0.4589 -2.4323 1.8414
C: -0.7402 -2.1923 3.2533
C: -1.9069 -1.2810 3.4754
O: -1.4851 0.0352 3.1891
C: -2.5480 1.0522 3.0822
C: -2.0358 2.3853 2.5686
O: -1.5782 2.1801 1.2292
C: -1.2963 3.3503 0.5181
H: -2.3210 -3.1700 1.3779
H: -1.1186 -4.3873 1.8763
H: -1.0573 -3.6096 0.2527
H: 0.1591 -1.8102 3.6791
H: -0.9889 -3.1848 3.6475
H: -2.2202 -1.3266 4.5114
H: -2.7282 -1.6002 2.8093
H: -2.9989 1.1607 4.0760
H: -3.3466 0.6780 2.3663
H: -1.1676 2.7172 3.1673
H: -2.8513 3.1166 2.5650
H: -2.1051 4.0345 0.3426
H: -0.8905 3.0999 -0.4489
H: -0.5537 3.9198 1.0631
C: 4.3082 -2.4864 1.6171
C: 3.5458 -1.1905 1.5112
C: 3.8403 0.1399 1.2816
C: 2.5895 0.7912 1.2334
N: 1.6189 -0.1357 1.4742
N: 2.2243 -1.3064 1.5990
C: 2.1809 2.1893 0.9778
H: 5.3738 -2.2618 1.5341
H: 4.0981 -3.1335 0.7975
H: 4.0291 -3.0271 2.5378
H: 4.7733 0.6141 1.1522
H: 1.7150 -2.1535 1.8563
H: 2.1587 2.7351 1.9318
H: 1.2263 2.1975 0.4583
H: 2.8947 2.6775 0.3014
N: -2.7077 1.2484 -1.4761
C: -1.6575 0.6940 -2.1231
S: -0.4345 -0.2454 -1.3615
N: -1.5887 0.8765 -3.4419
C: -0.5781 0.3457 -4.3153
C: -0.4212 -1.0148 -4.5013
C: 0.6103 -1.4602 -5.3418
C: 1.4547 -0.5431 -5.9317
C: 1.1855 0.8384 -5.8217
C: 0.2448 1.2717 -4.9351
H: -2.7337 1.2012 -0.4741
H: -3.5181 1.5106 -2.0404
H: -2.2493 1.5426 -3.8196
H: -1.1772 -1.6960 -4.1030
H: 0.7529 -2.4978 -5.5734
H: 2.2683 -0.8877 -6.6070
H: 1.8045 1.5648 -6.3496
H: 0.1028 2.3316 -4.8014

Its total energy is -45321.079 eV. The expectation value of S² is 2.00. Its net charge is +2. The calculation puts the orbital gap (alpha / beta) at 0.3304 / 0.2349 Ha. Its spin multiplicity is 3.

natural (NBO) population analysis, charges in e, atoms 1 to 8: Pt 1.096; C -0.264; O -0.576; C -0.100; C -0.105; O -0.578; C -0.091; C -0.098

***

[2]
Here is an isolated ion of composition C18H30NO3 and charge +1 from the OMol25 dataset. Energies are from wB97M-V/def2-TZVPD.

Cartesian coordinates (Å):
C: -6.4951 -1.5812 0.3911
C: -5.0207 -1.6091 0.0219
C: -4.1686 -2.3065 1.0711
N: -4.5070 -0.2237 -0.2061
C: -4.6154 0.7564 0.8978
C: -3.8828 2.0289 0.4414
O: -4.3749 2.2952 -0.8520
C: -2.3540 1.8341 0.4663
O: -2.0336 0.6667 -0.2635
C: -0.7122 0.2192 -0.2832
C: -0.4992 -0.9729 -0.9639
C: 0.7744 -1.5010 -1.0411
C: 1.8497 -0.8638 -0.4328
C: 3.2397 -1.4097 -0.5493
C: 4.0738 -0.5615 -1.5316
O: 4.3159 0.7496 -1.0817
C: 5.5455 0.9653 -0.4171
C: 5.6239 0.4017 0.9870
C: 6.9635 0.3129 1.6544
C: 6.2489 -0.9376 1.2460
C: 1.6150 0.3252 0.2441
C: 0.3462 0.8741 0.3214
H: -6.6492 -1.1754 1.3869
H: -7.0695 -0.9992 -0.3256
H: -6.8860 -2.5944 0.3843
H: -4.9005 -2.1268 -0.9357
H: -4.4173 -3.3633 1.0920
H: -3.1094 -2.2183 0.8397
H: -4.3513 -1.9087 2.0655
H: -4.9700 0.2161 -1.0118
H: -3.4811 -0.2341 -0.4275
H: -4.1552 0.3566 1.8000
H: -5.6650 0.9837 1.0853
H: -4.1243 2.8496 1.1310
H: -4.0245 3.1288 -1.1832
H: -2.0228 1.7416 1.5083
H: -1.8647 2.7092 0.0198
H: -1.3298 -1.4696 -1.4442
H: 0.9309 -2.4225 -1.5812
H: 3.7292 -1.4036 0.4239
H: 3.2128 -2.4341 -0.9224
H: 5.0193 -1.0766 -1.7410
H: 3.5179 -0.4601 -2.4705
H: 5.6405 2.0555 -0.3780
H: 6.3739 0.5650 -1.0191
H: 4.7848 0.6883 1.6107
H: 7.0312 0.5494 2.7046
H: 7.8310 0.6113 1.0862
H: 5.8306 -1.5653 2.0190
H: 6.6407 -1.4918 0.4061
H: 2.4403 0.8459 0.7011
H: 0.2067 1.8064 0.8450

Its SMILES is CC(C)[NH2+]C[C@H](O)COc1ccc(CCOCC2CC2)cc1. Its total energy is -26778.391 eV. Its net charge is +1. The calculation puts the orbital gap at 0.3260 Ha. Its spin multiplicity is 1.

natural (NBO) population analysis, charges in e, atoms 1 to 8: C -0.633; C -0.038; C -0.635; N -0.540; C -0.245; C 0.066; O -0.736; C -0.090

***

[3]
Here is C18H30NO4P2Yb as an isolated structure in a non-equilibrium geometry from the OMol25 dataset. Energies are from wB97M-V/def2-TZVPD.

Cartesian coordinates (Å):
C: 3.5960 -1.7100 -1.0981
C: 2.3920 -0.9645 -1.2373
N: 1.8525 -0.3530 -0.1193
C: 2.4217 -0.5188 1.0840
C: 3.6096 -1.2398 1.2514
C: 4.1961 -1.8424 0.1378
C: 1.7658 -0.8623 -2.5052
P: 0.3005 0.0826 -2.8344
Yb: -0.3063 0.7990 -0.1826
P: -0.0485 -0.2375 2.5416
C: 1.7521 0.1423 2.2886
C: -2.7464 1.2789 0.6512
C: -2.8827 2.3018 -0.3364
C: -4.1261 2.4894 -0.9458
C: -5.2053 1.6435 -0.6309
C: -5.0567 0.5906 0.3017
C: -3.8237 0.3576 0.9018
O: 1.6291 -5.2541 -3.9596
O: 0.4530 -3.2845 -0.2985
H: 3.9909 -2.1787 -1.9998
H: 4.0300 -1.3198 2.2527
H: 5.1121 -2.4196 0.2487
C: 0.9974 1.5978 -3.6086
C: -0.3916 -0.8053 -4.2714
H: 2.2538 -0.1914 3.2091
H: 1.8525 1.2400 2.2125
H: 0.8552 -5.6315 -4.3092
H: 2.2264 -1.4473 -3.3099
C: -0.2941 0.7220 4.0816
C: 0.1208 -1.9331 3.1954
H: -2.0368 2.9453 -0.5954
H: -4.2615 3.3111 -1.6532
H: -6.1780 1.8139 -1.1035
H: -5.9226 -0.0208 0.5634
H: -3.6694 -0.4526 1.6158
H: -1.6201 1.0716 1.0583
H: 0.1804 -3.5340 -1.2010
H: -0.3228 -3.2355 0.1988
H: 1.6954 -5.6132 -3.0578
H: -2.1217 1.4711 1.5990
H: 1.4221 1.3179 -4.5813
H: 0.2001 2.3429 -3.7352
H: 1.7713 2.0224 -2.9555
H: 0.1567 -0.5235 -5.1786
H: -0.3147 -1.8850 -4.0881
H: -1.4497 -0.5252 -4.3656
H: 0.6607 -1.9107 4.1515
H: -0.8852 -2.3473 3.3481
H: 0.6575 -2.5613 2.4724
H: 0.3680 0.3381 4.8719
H: -0.0824 1.7864 3.9045
H: -1.3378 0.6259 4.4130
O: -0.0047 2.4942 1.2794
C: 0.4510 3.2047 0.3143
O: 0.2848 2.8665 -0.9051
H: 1.0086 4.1197 0.5695

Its total energy is -78936.583 eV. The expectation value of S² is 0.79. Its net charge is 0. The calculation puts the orbital gap (alpha / beta) at 0.2154 / 0.2104 Ha. Its spin multiplicity is 2.

natural (NBO) population analysis, charges in e, atoms 1 to 8: C -0.268; C 0.226; N -0.670; C 0.257; C -0.369; C -0.158; C -0.811; P 0.779

***

[4]
Here is C18H30NO5P2SSn as an isolated structure in a non-equilibrium geometry from the OMol25 dataset. Energies are from wB97M-V/def2-TZVPD.

Cartesian coordinates (Å):
Sn: 0.5973 -0.2347 -0.5372
P: 2.6419 -1.2722 -0.7491
C: 2.5193 -1.4071 -2.5020
C: 1.2910 -1.6091 -3.1925
N: 0.1438 -1.2551 -2.5152
C: -1.0772 -1.5279 -2.9916
C: -1.2750 -2.2181 -4.1872
C: -0.1558 -2.5908 -4.9280
C: 1.1110 -2.2518 -4.4451
C: -2.2937 -0.9944 -2.2441
P: -2.0583 0.6756 -1.4831
H: 2.0152 -2.5087 -4.9875
H: -2.2763 -2.5006 -4.5279
H: -0.2600 -3.1519 -5.8538
H: -3.1191 -0.8882 -2.9630
H: -2.5972 -1.6837 -1.4356
H: 3.5603 2.5905 -5.3764
H: 3.4649 -1.4984 -3.0106
H: -0.6601 3.7458 -2.1355
O: 3.6612 2.5788 -4.4308
H: 4.5846 2.2409 -4.3395
H: -0.0328 1.2036 -0.7987
O: 0.2686 4.0696 -2.2126
H: 0.6738 3.4582 -2.8213
C: -2.4324 1.7851 -2.8822
H: -3.3901 1.4646 -3.3148
H: -2.5019 2.8295 -2.5442
H: -1.6217 1.7251 -3.6229
C: -3.4669 0.8511 -0.3359
H: -3.5347 1.9126 -0.0525
H: -4.4019 0.5373 -0.8241
H: -3.2845 0.2440 0.5651
C: 2.4109 -2.8478 0.0318
H: 3.2811 -3.4661 -0.2043
H: 2.3146 -2.7483 1.1138
H: 1.5190 -3.3614 -0.3366
C: 4.0583 -0.3630 -0.1272
H: 3.8980 0.0774 0.8644
H: 4.8931 -1.0687 -0.0651
H: 4.3135 0.4420 -0.8259
C: -1.8109 1.6265 7.3307
C: -1.3136 1.0696 6.0375
C: -1.2515 -0.3150 5.8643
C: -0.7254 -0.8695 4.7115
C: -0.2397 0.0031 3.7356
C: -0.3636 1.3787 3.8452
C: -0.8861 1.8954 4.9988
S: 0.6231 -0.6756 2.3675
O: 1.6367 0.2815 1.9540
O: 1.0897 -2.0191 2.7310
O: -0.4615 -0.7709 1.2635
H: -2.8246 1.2879 7.5521
H: -1.1916 1.3257 8.1801
H: -1.8155 2.7163 7.2972
H: -1.5959 -0.9783 6.6446
H: -0.6674 -1.9399 4.5692
H: -0.0252 2.0195 3.0157
H: -0.9585 2.9803 5.1305

Its total energy is -66116.890 eV. Its net charge is +1. The calculation puts the orbital gap at 0.2468 Ha. Its spin multiplicity is 1.

natural (NBO) population analysis, charges in e, atoms 1 to 8: Sn 1.504; P 1.066; C -0.881; C 0.258; N -0.632; C 0.268; C -0.312; C -0.103